# 1
This record from the Open Molecules 2025 dataset describes a 7-piece molecular cluster, C46H101FN2O24P6 overall at a distorted geometry. The level of theory is ωB97M-V/def2-TZVPD.

XYZ file:
```
180
C46H101FN2O24P6 (ωB97M-V/def2-TZVPD)
C 6.870 1.703 0.686
C 7.400 2.628 0.090
C 8.346 3.468 -0.862
C 7.493 4.659 -1.422
N 6.747 5.404 -1.893
C 8.837 2.585 -2.135
C 7.916 1.315 -2.363
C 8.240 0.537 -3.734
C 7.002 0.577 -4.724
C 5.866 -0.506 -4.394
C 4.654 0.059 -3.529
C 4.758 -0.194 -1.967
C 5.076 -1.689 -1.549
C 5.172 -1.924 0.028
C 4.164 -1.053 0.885
C 2.669 -1.568 0.661
C 1.585 -0.371 0.747
C 0.244 -1.015 1.291
C -0.996 -0.021 1.410
C -0.988 1.211 0.399
C -2.491 1.364 -0.179
C -2.344 2.280 -1.497
C -3.714 2.951 -1.962
C -3.493 4.491 -2.299
C -3.065 5.316 -0.989
C 9.570 3.955 0.048
C 9.662 3.154 1.408
N 9.943 2.516 2.328
C 9.573 5.502 0.390
C 10.612 5.778 1.582
F 10.046 6.247 -0.743
H 6.600 0.941 1.466
H 8.660 3.258 -3.036
H 9.936 2.353 -2.039
H 7.981 0.544 -1.542
H 6.858 1.714 -2.491
H 8.576 -0.529 -3.566
H 9.123 1.065 -4.227
H 7.400 0.290 -5.754
H 6.552 1.610 -4.850
H 6.331 -1.448 -3.987
H 5.424 -0.791 -5.407
H 4.613 1.181 -3.714
H 3.663 -0.348 -3.913
H 3.733 0.058 -1.531
H 5.490 0.483 -1.430
H 6.059 -2.072 -1.978
H 4.245 -2.341 -1.979
H 6.238 -1.675 0.349
H 5.006 -3.035 0.211
H 4.289 0.059 0.726
H 4.387 -1.239 1.991
H 2.406 -2.436 1.336
H 2.619 -1.957 -0.411
H 1.500 0.007 -0.323
H 2.021 0.435 1.404
H 0.472 -1.367 2.355
H -0.023 -1.968 0.725
H -1.173 0.356 2.476
H -1.923 -0.637 1.152
H -0.772 2.144 1.000
H -0.337 1.080 -0.509
H -2.774 0.336 -0.552
H -3.204 1.799 0.576
H -2.020 1.589 -2.341
H -1.509 3.046 -1.388
H -4.504 2.841 -1.157
H -4.073 2.438 -2.912
H -4.475 4.946 -2.642
H -2.726 4.674 -3.105
H -2.400 4.712 -0.306
H -2.486 6.251 -1.289
H -3.994 5.591 -0.405
H 10.526 3.755 -0.538
H 8.577 5.882 0.756
H 10.072 5.581 2.560
H 10.942 6.862 1.610
H 11.521 5.124 1.439
C 0.854 -4.980 0.170
O 1.711 -6.084 -0.105
P 2.854 -5.876 -1.195
O 3.849 -4.846 -0.868
O 2.052 -5.598 -2.555
C 0.966 -6.446 -2.909
O 3.430 -7.346 -1.382
C 4.446 -7.527 -2.367
H 0.822 -4.816 1.247
H 1.195 -4.066 -0.321
H -0.150 -5.221 -0.182
H 0.047 -5.857 -2.897
H 0.857 -7.289 -2.225
H 1.130 -6.825 -3.917
H 5.037 -6.619 -2.505
H 3.983 -7.808 -3.314
H 5.107 -8.330 -2.045
C 0.425 1.874 7.250
O -0.851 1.243 7.255
P -1.922 1.739 6.185
O -1.539 1.546 4.781
O -2.193 3.268 6.582
C -2.433 3.603 7.944
O -3.248 0.985 6.639
C -4.440 1.275 5.912
H 1.199 1.108 7.220
H 0.547 2.541 6.395
H 0.532 2.451 8.171
H -1.615 4.233 8.297
H -2.504 2.720 8.582
H -3.366 4.163 8.008
H -4.223 1.560 4.881
H -4.975 2.087 6.409
H -5.072 0.388 5.906
C -6.480 8.986 -3.908
O -6.805 8.237 -5.074
P -5.734 7.174 -5.588
O -5.436 6.085 -4.651
O -4.459 8.062 -5.983
C -4.641 9.232 -6.771
O -6.337 6.722 -6.991
C -5.567 5.807 -7.763
H -7.308 8.919 -3.202
H -5.570 8.621 -3.428
H -6.340 10.030 -4.191
H -4.368 10.102 -6.171
H -5.671 9.346 -7.114
H -3.982 9.178 -7.637
H -4.951 5.166 -7.130
H -4.927 6.364 -8.450
H -6.246 5.182 -8.342
C -6.864 -0.620 9.335
O -7.401 -1.094 8.106
P -8.806 -0.503 7.638
O -8.820 0.945 7.390
O -9.829 -0.987 8.774
C -9.805 -2.344 9.200
O -9.172 -1.408 6.383
C -10.434 -1.177 5.759
H -5.836 -0.298 9.172
H -7.441 0.214 9.739
H -6.869 -1.439 10.057
H -9.493 -2.374 10.246
H -9.122 -2.953 8.607
H -10.811 -2.755 9.119
H -10.757 -0.141 5.877
H -11.180 -1.843 6.199
H -10.346 -1.398 4.697
C 7.930 -9.452 -6.130
O 7.616 -10.795 -5.774
P 7.124 -11.066 -4.283
O 5.873 -10.395 -3.906
O 8.381 -10.660 -3.376
C 9.677 -11.132 -3.728
O 7.095 -12.656 -4.210
C 6.756 -13.242 -2.957
H 7.401 -9.196 -7.047
H 7.651 -8.746 -5.346
H 9.004 -9.381 -6.308
H 10.297 -10.275 -3.997
H 9.651 -11.831 -4.565
H 10.115 -11.629 -2.863
H 6.099 -12.594 -2.375
H 7.670 -13.437 -2.392
H 6.245 -14.186 -3.141
C -11.991 2.683 3.329
O -12.301 1.926 2.163
P -11.224 0.863 1.668
O -10.936 -0.221 2.616
O -9.946 1.748 1.283
C -10.120 2.914 0.485
O -11.810 0.401 0.261
C -11.030 -0.519 -0.496
H -12.827 2.619 4.025
H -11.085 2.324 3.821
H -11.849 3.726 3.040
H -9.854 3.787 1.083
H -11.145 3.024 0.128
H -9.450 2.854 -0.373
H -10.421 -1.155 0.148
H -10.383 0.035 -1.179
H -11.702 -1.149 -1.078
```

* 2S+1: 1
* net charge: 0
* SMILES: C#C[C@](C#N)(CCCCCCCCCCCCCCCCCCCC)[C@H](C#N)[C@@H](C)F.COP(=O)(OC)OC.COP(=O)(OC)OC.COP(=O)(OC)OC.COP(=O)(OC)OC.COP(=O)(OC)OC.COP(=O)(OC)OC
* frontier orbital gap: 10.0 eV
* electronic energy: -159917.875 eV

# 2
This record from the Open Molecules 2025 dataset describes C46H106N4O9 as an isolated structure at a distorted geometry. The level of theory is ωB97M-V/def2-TZVPD.

XYZ file:
```
165
C46H106N4O9 (ωB97M-V/def2-TZVPD)
C 4.016 13.846 5.132
C 3.630 12.791 4.120
C 4.225 11.383 4.416
C 3.598 10.690 5.620
C 2.090 10.558 5.518
C 1.408 11.897 5.091
N 2.184 12.522 4.030
O 1.463 13.526 3.332
C 0.046 11.478 4.547
C 1.184 12.804 6.319
C 4.201 13.096 2.729
H 4.988 14.293 4.918
H 3.931 13.495 6.158
H 3.312 14.684 5.058
H 4.248 10.719 3.555
H 5.253 11.465 4.791
H 3.890 11.155 6.572
H 4.018 9.692 5.796
H 1.620 10.380 6.487
H 1.905 9.773 4.786
H -0.483 10.879 5.293
H -0.549 12.361 4.317
H 0.134 10.818 3.684
H 0.496 12.358 7.047
H 2.068 12.942 6.941
H 0.712 13.744 6.028
H 3.821 14.060 2.383
H 3.821 12.392 1.988
H 5.287 13.029 2.706
H 1.476 14.284 3.946
C 2.732 19.402 0.304
C 1.758 20.506 -0.140
C 0.339 19.913 -0.167
C -0.367 19.827 1.185
C -0.330 21.239 1.805
C 1.060 21.880 1.892
N 1.788 21.756 0.613
O 3.105 22.252 0.739
C 0.950 23.361 2.236
C 1.799 21.177 3.054
C 2.084 20.814 -1.605
H 2.559 19.169 1.364
H 3.781 19.709 0.300
H 2.534 18.478 -0.229
H -0.271 20.504 -0.852
H 0.380 18.912 -0.604
H 0.153 19.180 1.891
H -1.414 19.557 1.068
H -0.733 21.168 2.822
H -1.091 21.893 1.366
H 0.494 23.468 3.224
H 1.931 23.831 2.269
H 0.304 23.924 1.560
H 1.517 20.116 3.069
H 2.883 21.106 2.955
H 1.470 21.491 4.044
H 2.581 19.998 -2.137
H 2.849 21.596 -1.632
H 1.245 21.107 -2.234
H 3.628 21.519 1.106
C 7.485 13.903 -0.389
C 6.465 13.098 -1.184
C 5.422 14.131 -1.683
C 4.393 13.651 -2.661
C 5.155 13.136 -3.901
C 6.185 12.081 -3.492
N 7.049 12.584 -2.428
O 8.164 11.735 -2.209
C 5.421 10.747 -3.228
C 7.067 11.766 -4.717
C 5.748 12.071 -0.275
H 8.217 13.300 0.154
H 6.996 14.565 0.326
H 8.106 14.501 -1.063
H 4.927 14.536 -0.790
H 5.985 14.979 -2.089
H 3.760 14.497 -2.932
H 3.803 12.797 -2.318
H 5.584 14.033 -4.359
H 4.472 12.739 -4.654
H 6.082 9.898 -3.014
H 4.961 10.800 -2.240
H 4.767 10.453 -4.043
H 6.542 11.465 -5.628
H 7.802 12.525 -4.989
H 7.612 10.842 -4.500
H 5.955 11.043 -0.566
H 4.671 12.227 -0.280
H 6.118 12.167 0.746
H 8.896 12.297 -2.483
C 10.475 14.900 -1.933
C 9.454 15.824 -2.695
C 8.038 15.259 -2.439
C 7.491 15.599 -1.075
C 7.482 17.098 -0.887
C 8.881 17.715 -1.065
N 9.554 17.216 -2.243
O 10.814 17.778 -2.460
C 8.575 19.230 -1.271
C 9.678 17.651 0.242
C 9.820 15.703 -4.168
H 10.111 13.873 -1.991
H 10.454 15.127 -0.862
H 11.494 15.024 -2.287
H 7.414 15.647 -3.251
H 8.112 14.184 -2.611
H 7.929 15.072 -0.218
H 6.474 15.208 -0.928
H 6.955 17.369 0.029
H 6.923 17.584 -1.696
H 9.447 19.866 -1.086
H 8.317 19.436 -2.313
H 7.820 19.598 -0.576
H 9.447 18.437 0.956
H 9.551 16.681 0.737
H 10.744 17.702 0.004
H 9.605 14.689 -4.510
H 10.809 15.995 -4.510
H 9.105 16.349 -4.699
H 10.720 18.255 -3.292
C 6.740 19.031 4.223
C 7.146 19.131 2.751
O 5.978 18.934 1.919
H 6.128 19.921 4.390
H 7.620 19.127 4.860
H 6.192 18.122 4.459
H 7.796 18.300 2.460
H 7.647 20.093 2.641
H 6.074 19.619 1.247
C -0.171 14.532 0.351
C 0.116 13.905 -0.999
O -0.936 14.021 -1.947
H 0.600 14.310 1.091
H -1.076 14.130 0.815
H -0.340 15.612 0.336
H 0.215 12.823 -0.878
H 1.089 14.224 -1.385
H -0.872 14.895 -2.351
C 3.025 15.560 1.569
C 4.396 16.084 1.931
O 4.246 17.034 2.986
H 2.306 16.326 1.274
H 2.566 15.110 2.456
H 2.956 14.761 0.826
H 4.948 16.529 1.093
H 5.111 15.300 2.203
H 4.698 17.840 2.692
C 3.489 16.276 -2.088
C 3.558 17.341 -3.176
O 2.236 17.763 -3.492
H 2.826 15.433 -2.287
H 3.052 16.702 -1.179
H 4.459 15.902 -1.756
H 4.166 16.953 -3.998
H 4.107 18.192 -2.754
H 2.351 18.242 -4.322
C 3.877 18.506 7.002
C 3.623 17.129 6.423
O 2.594 17.198 5.447
H 3.898 19.303 6.254
H 4.828 18.602 7.536
H 3.083 18.805 7.689
H 3.305 16.472 7.237
H 4.498 16.621 6.006
H 2.997 17.426 4.601
```

* 2S+1: 1
* net charge: 0
* frontier orbital gap: 6.8 eV
* electronic energy: -73788.677 eV
* energy above the lowest of the compared OMol25 structures with the same formula, charge and spin: 12.911 eV